[1]
C43H41Br5N2O4ReS2Si | wB97M-V/def2-TZVPD

Properties
Highest occupied orbital energy (spin up / spin down): -7.129 / -7.309 eV
HOMO-LUMO gap (spin up / spin down): 5.94 / 5.93 eV

```
! wB97M-V def2-TZVPD RIJCOSX def2/J DEFGRID3
* xyz 0 2
Re 0.290 1.303 -0.716
S 1.635 -0.955 5.964
C 0.229 -1.528 6.743
C -0.828 -1.597 5.889
C -0.495 -1.183 4.573
C 0.815 -0.806 4.457
C 1.512 -0.349 3.253
C 0.765 0.214 2.201
N 1.302 0.551 1.048
C 2.639 0.419 0.888
C 3.476 -0.083 1.884
C 4.885 -0.170 1.610
C 5.397 0.241 0.429
C 4.549 0.780 -0.600
C 5.004 1.263 -1.835
C 4.116 1.805 -2.745
C 2.747 1.803 -2.412
N 2.304 1.332 -1.262
C 3.182 0.847 -0.353
C 4.543 2.392 -4.018
C 3.770 3.009 -4.962
C 4.519 3.478 -6.071
C 5.847 3.213 -5.950
S 6.200 2.396 -4.493
C 2.875 -0.482 3.083
H 0.254 -1.775 7.791
H -1.808 -1.936 6.187
H -1.193 -1.206 3.746
H -0.298 0.383 2.303
H 5.534 -0.570 2.379
H 6.461 0.175 0.240
H 6.064 1.229 -2.054
H 1.983 2.203 -3.065
H 2.703 3.149 -4.873
H 4.087 3.995 -6.914
H 6.640 3.457 -6.638
H 3.487 -0.921 3.863
C -5.809 -0.933 3.180
C -4.843 -2.095 2.951
C -5.604 -3.224 2.243
C -4.358 -2.589 4.319
C -3.646 -1.682 2.097
C -3.489 -0.404 1.592
C -2.385 -0.132 0.805
Br -2.225 1.578 -0.033
C -1.384 -1.047 0.460
O -0.355 -0.724 -0.283
C -1.580 -2.379 0.934
C -2.678 -2.631 1.741
C -0.635 -3.501 0.490
C -1.030 -4.851 1.091
C -0.687 -3.639 -1.041
C 0.804 -3.209 0.933
H -6.639 -1.266 3.806
H -6.228 -0.567 2.242
H -5.324 -0.099 3.690
H -6.476 -3.519 2.831
H -4.977 -4.106 2.107
H -5.946 -2.901 1.258
H -5.204 -2.915 4.927
H -3.846 -1.785 4.851
H -3.667 -3.429 4.225
H -4.210 0.378 1.781
H -2.817 -3.640 2.101
H -2.037 -5.151 0.795
H -0.975 -4.845 2.182
H -0.339 -5.614 0.730
H -1.698 -3.897 -1.364
H -0.016 -4.440 -1.362
H -0.388 -2.716 -1.533
H 0.860 -3.129 2.021
H 1.172 -2.288 0.485
H 1.457 -4.029 0.622
Br -0.272 8.218 -1.940
C -0.001 6.543 -1.115
C 0.285 6.467 0.244
Br 0.402 8.024 1.300
C 0.493 5.217 0.839
Br 0.917 4.998 2.659
C 0.394 4.071 0.074
O 0.613 2.846 0.531
C 0.091 4.136 -1.293
O 0.056 2.971 -1.924
C -0.090 5.377 -1.885
Br -0.429 5.408 -3.737
C 0.377 -1.257 -4.632
Si -0.577 0.190 -3.924
C -0.362 1.666 -5.046
C -2.391 -0.240 -3.772
O 0.011 0.458 -2.425
H 0.144 -1.403 -5.690
H 0.147 -2.185 -4.104
H 1.452 -1.082 -4.549
H -0.820 1.475 -6.019
H 0.694 1.879 -5.223
H -0.817 2.555 -4.611
H -2.815 -0.563 -4.726
H -2.964 0.623 -3.424
H -2.526 -1.047 -3.048
*
```

[2]
C43H41I2N6O4PS2Sn | wB97M-V/def2-TZVPD

Properties
Highest occupied orbital energy: -6.951 eV
HOMO-LUMO gap: 6.95 eV

```
! wB97M-V def2-TZVPD RIJCOSX def2/J DEFGRID3
* xyz 0 1
Sn 0.293 -0.229 -0.004
O 1.769 -1.871 -1.106
N 3.005 -1.628 -1.483
C 3.547 -2.418 -2.436
C 4.830 -2.247 -2.879
C 5.600 -1.223 -2.322
C 5.039 -0.416 -1.363
C 3.713 -0.596 -0.933
S 2.991 0.427 0.222
H 2.879 -3.178 -2.813
H 5.222 -2.892 -3.651
H 6.619 -1.065 -2.650
H 5.594 0.394 -0.914
N -3.769 -1.542 -0.078
C -4.127 -0.466 0.845
C -2.920 0.439 1.203
O -2.945 0.949 2.324
O -1.995 0.589 0.323
H -4.575 -2.108 -0.314
H -3.075 -2.161 0.335
H -4.525 -0.838 1.791
H -4.884 0.169 0.379
I -0.016 0.709 3.130
C 1.647 1.925 3.630
C 2.435 1.475 4.652
C 3.372 2.325 5.267
C 3.428 3.634 4.899
C 2.639 4.127 3.833
C 2.692 5.497 3.500
C 1.935 5.999 2.482
C 1.179 5.123 1.694
C 1.123 3.769 1.943
P 0.359 2.775 0.573
C 1.384 3.401 -0.825
C 2.706 3.811 -0.634
C 3.525 4.080 -1.719
C 3.048 3.939 -3.014
C 1.755 3.484 -3.219
C 0.945 3.191 -2.132
C -1.256 3.640 0.499
C -1.917 3.976 -0.679
C -3.167 4.577 -0.637
C -3.783 4.835 0.577
C -3.145 4.476 1.754
C -1.896 3.882 1.716
C 1.779 3.246 3.100
H 2.303 0.469 5.027
H 3.998 1.942 6.062
H 4.073 4.330 5.423
H 3.343 6.142 4.078
H 1.948 7.055 2.248
H 0.657 5.518 0.832
H 3.106 3.903 0.366
H 4.549 4.388 -1.547
H 3.689 4.165 -3.857
H 1.379 3.345 -4.225
H -0.037 2.774 -2.307
H -1.472 3.776 -1.641
H -3.658 4.841 -1.566
H -4.757 5.306 0.602
H -3.626 4.645 2.709
H -1.423 3.586 2.642
I -1.246 2.013 -6.235
C -1.338 0.991 -4.429
C -2.483 0.607 -3.759
N -2.089 0.010 -2.631
N -0.763 -0.023 -2.522
C -0.286 0.569 -3.615
H -3.520 0.731 -4.019
H -2.722 -0.369 -1.871
H 0.776 0.655 -3.782
C 0.697 -6.954 2.274
C 2.082 -6.431 1.902
C 2.107 -5.708 0.551
N 1.295 -4.502 0.551
C 0.000 -4.351 0.244
S -0.819 -2.987 0.719
N -0.592 -5.411 -0.417
C -1.784 -5.416 -1.147
O -2.414 -4.429 -1.420
C -2.235 -6.791 -1.532
C -1.381 -7.873 -1.733
C -1.899 -9.121 -2.040
C -3.270 -9.300 -2.152
C -4.125 -8.222 -1.978
C -3.608 -6.973 -1.679
H 0.716 -7.410 3.263
H 0.356 -7.713 1.565
H -0.034 -6.144 2.299
H 2.796 -7.258 1.863
H 2.427 -5.739 2.674
H 1.787 -6.385 -0.244
H 3.128 -5.409 0.311
H 1.673 -3.710 1.049
H -0.122 -6.296 -0.341
H -0.304 -7.755 -1.686
H -1.230 -9.957 -2.197
H -3.670 -10.280 -2.379
H -5.195 -8.352 -2.077
H -4.255 -6.118 -1.540
*
```

[3]
C43H41N3P2SZn | wB97M-V/def2-TZVPD

Properties
Highest occupied orbital energy: -12.689 eV
HOMO-LUMO gap: 6.49 eV

```
! wB97M-V def2-TZVPD RIJCOSX def2/J DEFGRID3
* xyz 2 1
Zn -0.320 -1.359 -0.240
C -0.520 -2.030 4.125
C -1.707 -2.738 4.231
C -2.470 -2.933 3.090
C -2.031 -2.420 1.874
N -0.860 -1.769 1.779
C -0.142 -1.567 2.876
C -2.797 -2.518 0.617
C -4.101 -2.996 0.490
C -4.708 -2.926 -0.756
C -4.033 -2.385 -1.839
C -2.720 -1.957 -1.655
N -2.155 -2.055 -0.453
C -1.865 -1.319 -2.671
C -2.295 -1.057 -3.967
C -1.462 -0.352 -4.826
C -0.212 0.042 -4.379
C 0.158 -0.286 -3.085
N -0.644 -0.938 -2.254
H 0.104 -1.838 4.983
H -2.029 -3.122 5.187
H -3.399 -3.474 3.143
H 0.775 -1.011 2.755
H -4.649 -3.402 1.323
H -5.719 -3.281 -0.882
H -4.534 -2.290 -2.787
H -3.269 -1.371 -4.302
H -1.794 -0.106 -5.822
H 0.464 0.602 -5.004
H 1.132 -0.005 -2.707
C 2.417 0.442 0.798
C 1.044 1.021 0.530
P 1.196 2.127 -0.978
C 1.309 3.757 -0.136
C 0.199 4.338 0.476
C 0.290 5.612 1.001
C 1.486 6.311 0.931
C 2.596 5.731 0.342
C 2.510 4.458 -0.198
C -0.554 2.284 -1.520
C -1.694 1.716 -0.961
C -2.940 2.014 -1.492
C -3.067 2.867 -2.574
C -1.931 3.414 -3.153
C -0.689 3.114 -2.633
P 3.139 -0.304 -0.753
C 2.141 -1.846 -0.987
C 2.214 -2.393 -2.271
C 1.721 -3.655 -2.540
C 1.078 -4.380 -1.542
C 0.967 -3.861 -0.265
C 1.510 -2.595 0.030
C 4.548 -1.074 0.129
C 5.578 -0.189 0.432
C 6.637 -0.596 1.219
C 6.675 -1.895 1.704
C 5.670 -2.787 1.370
C 4.614 -2.389 0.570
H 2.454 -0.265 1.634
H 3.106 1.263 1.030
H 0.629 1.554 1.388
H 0.332 0.199 0.265
H -0.742 3.806 0.509
H -0.579 6.068 1.449
H 1.547 7.311 1.328
H 3.525 6.276 0.284
H 3.364 4.013 -0.691
H -1.661 1.101 -0.067
H -3.823 1.601 -1.024
H -4.045 3.135 -2.941
H -2.023 4.084 -3.994
H 0.208 3.553 -3.054
H 2.729 -1.837 -3.046
H 1.848 -4.088 -3.520
H 0.718 -5.375 -1.750
H 0.539 -4.460 0.531
H 1.704 -2.350 1.069
H 5.544 0.823 0.049
H 7.428 0.099 1.459
H 7.487 -2.212 2.339
H 5.696 -3.802 1.738
H 3.864 -3.117 0.300
C -2.427 1.545 4.082
S -2.838 0.711 2.525
C -4.383 1.592 2.201
H -2.356 2.612 3.892
H -1.473 1.167 4.432
H -3.206 1.340 4.811
H -5.061 1.430 3.033
H -4.805 1.189 1.288
H -4.161 2.649 2.078
*
```